Entry 1:
8
Properties=species:S:1:pos:R:3 method="wB97M-V/def2-TZVPD" total_charge=0 e_tot_ev=-19985.64596 e_above_lowest_ev=2.244 gap_ev="8.213 / 8.217"
S 0.1474 -0.8834 0.6588
O -2.4142 0.7083 -0.7045
O -1.0811 1.5475 0.8614
O 0.0591 -2.0747 -0.1582
N 1.4423 -0.0775 0.0490
N -1.4652 0.6129 0.1248
H 1.6385 -0.7125 -0.7903
H 1.6732 0.8794 -0.0410

Entry 2:
10
Properties=species:S:1:pos:R:3 method="wB97M-V/def2-TZVPD" total_charge=0 e_tot_ev=-24076.61118 spin_multiplicity=3 e_above_lowest_ev=1.663 gap_ev="7.074 / 6.025"
S -0.5088 0.3118 0.5856
O -0.0078 1.4408 1.6561
O -1.2992 0.9666 -0.3822
O -0.9311 -0.8622 1.2336
O -0.9561 -1.8764 -1.2327
O 1.6653 0.8578 -0.5816
N 1.1720 -0.0803 0.0829
N 0.0153 -1.1553 -1.3116
H 0.2541 -0.7116 -2.2743
H 0.5962 1.1088 2.2241

Entry 3:
6
Properties=species:S:1:pos:R:3 method="wB97M-V/def2-TZVPD" total_charge=-1 e_tot_ev=-6545.73434 e_above_lowest_ev=3.828 gap_ev=8.104
O -0.5619 -1.4219 0.1514
N 1.4115 0.3016 -0.6284
N -0.6579 0.6628 0.9999
N -0.1847 -0.2471 0.2978
H 1.4930 -0.5601 -1.1908
H -1.4909 0.3463 1.5252

Entry 4:
9
Properties=species:S:1:pos:R:3 method="wB97M-V/def2-TZVPD" total_charge=-1 e_tot_ev=-21482.66378 e_above_lowest_ev=0.742 gap_ev=8.855
S -0.5879 0.7616 0.4174
O -0.6932 2.0746 -0.1484
O -1.1461 0.5526 1.7323
O -0.9370 -0.2627 -0.6020
N 0.3164 -2.0508 -2.2192
N -0.7167 -1.9517 -1.8246
N 1.0536 0.5148 0.5388
H 1.1748 -0.5059 0.6746
H 1.5361 0.8675 1.4311

Entry 5:
9
Properties=species:S:1:pos:R:3 method="wB97M-V/def2-TZVPD" total_charge=-1 smiles="N/N=N/S(=O)(=O)[O-]" e_tot_ev=-21479.81712 e_above_lowest_ev=3.589 gap_ev=8.413
S 0.3398 3.8391 0.6322
O 1.4699 3.5449 1.4942
O 0.6290 4.2571 -0.7512
O -0.7538 4.5812 1.2377
N 0.5011 1.2762 0.6080
N -0.5332 1.8883 0.3809
N 0.5028 -0.0806 0.3985
H 1.3532 -0.2055 -0.0958
H -0.3254 -0.5666 -0.0205

Entry 6:
9
Properties=species:S:1:pos:R:3 method="wB97M-V/def2-TZVPD" total_charge=0 e_tot_ev=-12127.57114 e_above_lowest_ev=2.455 gap_ev=8.615
O -1.3806 -0.9877 -0.3141
O -2.7054 -1.0704 1.4023
O 0.3980 -0.6164 -1.6763
N -0.0712 -0.4195 -0.5458
N 0.3714 0.2707 0.3923
N 1.5478 0.7744 0.0971
N -1.9387 -0.3664 0.8891
H 2.0763 1.5320 0.7051
H 1.7024 0.8832 -0.9497

Entry 7:
9
Properties=species:S:1:pos:R:3 method="wB97M-V/def2-TZVPD" total_charge=0 smiles="O=NNN[N+](=O)[O-]" e_tot_ev=-12128.39150 e_above_lowest_ev=1.635 gap_ev=9.937
O 2.4786 1.2852 0.1203
O -1.9836 -1.3361 0.8353
O -1.7350 0.7600 0.1506
N -0.1432 -0.7455 -0.3863
N 1.7075 0.3488 0.2624
N 0.7169 0.3321 -0.5851
N -1.4546 -0.4081 0.2993
H 0.2336 -1.4382 0.2050
H 0.1798 1.2017 -0.9014

Entry 8:
9
Properties=species:S:1:pos:R:3 method="wB97M-V/def2-TZVPD" total_charge=0 e_tot_ev=-11015.13887 e_above_lowest_ev=0.225 gap_ev=9.353
O 0.5603 -2.4790 1.4654
N -0.3809 0.7616 -1.4761
N 1.1707 1.1794 0.2017
N 2.0193 1.5990 0.8139
N -0.4155 -1.9325 1.2461
N -1.3418 -1.3635 1.1639
N 0.2364 0.4924 -0.2090
H -0.7216 1.6267 -1.6652
H -1.1270 0.1159 -1.5408

Entry 9:
7
Properties=species:S:1:pos:R:3 method="wB97M-V/def2-TZVPD" total_charge=-1 smiles="NS(=O)(=O)[O-]" e_tot_ev=-18501.92129 e_above_lowest_ev=0.346 gap_ev=9.307
S -1.8222 -0.0178 0.0599
O -2.0381 -1.3227 0.6311
O -2.4323 0.2468 -1.2587
O -1.9089 1.0694 1.0503
N -0.0827 -0.0212 -0.4652
H -0.2027 -0.1406 -1.4614
H -0.0941 1.0193 -0.2791

Entry 10:
7
Properties=species:S:1:pos:R:3 method="wB97M-V/def2-TZVPD" total_charge=-1 e_tot_ev=-18498.99324 e_above_lowest_ev=3.274 gap_ev="6.976 / 6.979"
S -0.8396 0.8678 -0.5380
O -1.4581 -0.4591 -0.7695
O 0.5006 -1.1982 0.9739
O -0.3522 1.5240 -1.7618
N 1.1894 -0.0411 0.4489
H -0.2817 -1.2809 0.3879
H 1.2417 0.5875 1.2586

Entry 11:
8
Properties=species:S:1:pos:R:3 method="wB97M-V/def2-TZVPD" total_charge=-1 e_tot_ev=-29335.42321 e_above_lowest_ev=1.475 gap_ev="5.081 / 8.866"
S 2.4662 0.3994 -0.0085
S -2.2247 1.0604 -0.0499
O 2.9988 0.4029 -1.3734
O 2.0832 -0.9201 0.5059
O 3.1556 1.2756 0.9393
N -0.5927 0.5288 -0.0485
H -0.3983 -0.0651 -0.8443
H -0.3486 0.0537 0.8138

Entry 12:
8
Properties=species:S:1:pos:R:3 method="wB97M-V/def2-TZVPD" total_charge=0 smiles="O=PON(O)O" e_tot_ev=-18997.10312 e_above_lowest_ev=3.992 gap_ev=9.174
P 1.8384 -0.3058 -0.1920
O -1.5423 0.6052 -0.5160
O 0.5782 0.5920 0.4405
O 2.9377 0.2043 0.5322
O -0.7784 -1.2880 0.3405
N -0.7701 0.0998 0.4443
H -1.3734 1.5235 -0.4448
H -0.8902 -1.4311 -0.6046

Entry 13:
8
Properties=species:S:1:pos:R:3 method="wB97M-V/def2-TZVPD" total_charge=-1 e_tot_ev=-20545.83497 e_above_lowest_ev=1.984 gap_ev="8.002 / 8.063"
S -0.3741 2.1286 -0.6445
O -1.3807 2.1648 -1.6925
O 0.8139 2.9538 -0.7889
O -1.0356 1.9913 0.6940
O 0.7519 -2.0271 -0.5853
N 0.5383 -0.9070 -0.0911
H 0.0962 0.7766 -0.9625
H -0.3779 -0.5779 0.3349

Entry 14:
10
Properties=species:S:1:pos:R:3 method="wB97M-V/def2-TZVPD" total_charge=-2 smiles="N[P@](=O)([O-])S(=O)(=O)[O-]" e_tot_ev=-31886.65389 e_above_lowest_ev=0.000 gap_ev=7.494
S 2.2064 -0.6796 0.0429
P 1.2013 1.3424 -0.0252
O 1.6524 -1.2520 1.2642
O 1.2592 2.1217 1.2192
O 1.3477 2.0360 -1.3518
O 1.6136 -1.3323 -1.1691
O 3.7253 -0.7086 0.0208
N -0.4407 0.7184 -0.0633
H -0.4427 -0.0083 -0.7850
H -0.5059 0.1632 0.7667

Entry 15:
10
Properties=species:S:1:pos:R:3 method="wB97M-V/def2-TZVPD" total_charge=-2 e_tot_ev=-31882.04414 e_above_lowest_ev=4.610 gap_ev="7.608 / 3.389"
S -0.1167 -0.1837 2.0374
P -0.5697 1.0154 0.2973
O -1.9141 1.5480 0.5900
O 0.1837 0.9706 2.8799
O 0.9107 -1.2617 2.0817
O -1.3897 -0.7150 2.4752
O 0.4312 2.1215 0.1567
N 1.1923 -1.3149 -3.5819
H 0.8176 -0.3919 -3.8471
H 0.4548 -1.7881 -3.0892